No. 1
Computed, not measured: a structure of composition C53H45BaN7 in a non-equilibrium geometry, with ωB97M-V/def2-TZVPD.

CARTESIAN COORDINATES (ANGSTROEM)
Ba 0.02 0.04 0.21
C 7.83 1.64 0.41
C 7.24 1.26 1.60
C 5.88 1.00 1.66
C 5.09 1.12 0.52
C 5.69 1.51 -0.67
C 7.05 1.77 -0.73
C 3.64 0.87 0.58
C 2.81 1.96 0.32
C 3.30 3.31 0.17
C 2.21 4.10 -0.03
C 1.06 3.23 0.01
C -0.30 3.66 0.03
C -0.76 4.80 -0.75
C -2.13 5.12 -0.82
C -2.58 6.28 -1.41
C -1.69 7.14 -2.04
C -0.37 6.74 -2.17
C 0.08 5.58 -1.56
C -1.20 3.06 0.94
N -1.20 1.77 1.35
C -2.20 1.63 2.26
C -2.55 0.45 2.93
C -3.70 0.51 3.86
C -3.69 1.39 4.94
C -4.74 1.42 5.84
C -5.81 0.55 5.69
C -5.82 -0.34 4.63
C -4.78 -0.35 3.72
C -1.85 -0.77 2.93
C -2.12 -1.84 3.85
C -1.12 -2.74 3.71
C -0.24 -2.22 2.70
N -0.72 -1.04 2.23
C 1.03 -2.75 2.44
C 2.08 -2.06 1.81
C 3.44 -2.53 1.72
C 4.17 -1.50 1.23
C 3.25 -0.41 1.01
N 1.99 -0.81 1.31
C 1.30 -4.08 3.03
C 0.46 -5.15 2.69
C 0.65 -6.40 3.24
C 1.68 -6.62 4.14
C 2.51 -5.57 4.50
C 2.32 -4.31 3.95
C -2.85 2.89 2.46
C -2.22 3.79 1.66
N 1.46 1.96 0.23
H 8.89 1.84 0.36
H 7.84 1.17 2.50
H 5.42 0.71 2.59
H 5.08 1.61 -1.56
H 7.50 2.07 -1.66
H 4.33 3.61 0.26
H 2.20 5.17 -0.04
H -2.86 4.45 -0.40
H -3.64 6.51 -1.39
H -2.03 8.08 -2.45
H 0.32 7.34 -2.74
H 1.10 5.28 -1.73
H -2.84 2.05 5.08
H -4.72 2.11 6.67
H -6.62 0.55 6.40
H -6.64 -1.04 4.52
H -4.79 -1.04 2.88
H -2.93 -1.86 4.55
H -0.96 -3.64 4.28
H 3.78 -3.51 1.99
H 5.22 -1.48 1.03
H -0.34 -4.97 1.99
H -0.02 -7.21 2.96
H 1.82 -7.60 4.57
H 3.31 -5.74 5.21
H 2.95 -3.49 4.26
H -3.68 3.08 3.12
H -2.36 4.85 1.65
N -2.11 1.14 -1.62
C -3.21 0.38 -2.21
C -2.63 -0.68 -3.15
C -3.07 -2.13 -2.87
C -2.91 -2.57 -1.41
N -1.54 -2.40 -0.93
H -2.46 1.82 -0.96
H -1.63 1.66 -2.34
H -3.91 1.03 -2.76
H -3.77 -0.09 -1.40
H -1.55 -0.62 -3.04
H -2.87 -0.44 -4.19
H -2.47 -2.79 -3.51
H -4.11 -2.26 -3.16
H -3.25 -3.62 -1.35
H -3.57 -1.99 -0.78
H -0.91 -3.01 -1.45
H -1.49 -2.69 0.04
C 2.54 -3.78 -3.67
C 3.27 -3.12 -2.70
C 2.70 -2.02 -2.06
N 1.48 -1.59 -2.32
C 0.79 -2.23 -3.25
C 1.27 -3.32 -3.96
H 2.95 -4.64 -4.19
H 4.27 -3.44 -2.43
H 3.25 -1.47 -1.31
H -0.20 -1.86 -3.45
H 0.66 -3.79 -4.72

The max |F| is 5.29 eV/A. As for the spin multiplicity: 1. For the LUMO energy, the calculation gives -0.037 Eh. Its net charge is 0. Its HOMO energy is -6.15 eV.

***

No. 2
Computed, not measured: a structure of composition C53H45Cl2GeHgN5S2Si in a non-equilibrium geometry, with ωB97M-V/def2-TZVPD.

CARTESIAN COORDINATES (ANGSTROEM)
Hg 0.41 0.50 -0.42
S 1.37 -3.69 3.85
C 1.53 -4.70 5.25
C 1.13 -4.06 6.40
C 0.70 -2.74 6.17
C 0.76 -2.39 4.83
C 0.45 -1.12 4.21
C 0.37 -1.02 2.81
N 0.15 0.09 2.16
C -0.04 1.24 2.87
C -0.05 1.24 4.34
C -0.28 2.49 5.01
C -0.55 3.63 4.31
C -0.59 3.66 2.86
C -0.96 4.78 2.12
C -1.02 4.69 0.71
C -0.67 3.46 0.09
N -0.31 2.38 0.78
C -0.32 2.44 2.14
C -1.46 5.82 -0.09
C -1.58 5.84 -1.48
C -1.99 7.10 -1.95
C -2.18 7.99 -0.93
S -1.89 7.33 0.64
C 0.19 0.03 4.99
H 1.93 -5.70 5.15
H 1.16 -4.53 7.38
H 0.36 -2.04 6.92
H 0.50 -1.91 2.20
H -0.25 2.47 6.11
H -0.74 4.57 4.83
H -1.25 5.72 2.59
H -0.73 3.35 -0.98
H -1.36 4.97 -2.09
H -2.16 7.36 -2.99
H -2.50 9.03 -0.99
H 0.20 -0.02 6.08
C 0.77 1.65 -4.07
C -0.61 1.10 -3.70
C -1.54 0.76 -4.69
C -2.83 0.29 -4.32
C -3.15 0.19 -2.99
C -2.17 0.56 -1.98
N -0.91 1.02 -2.40
N -2.37 0.48 -0.67
Si -3.91 0.79 0.15
C -4.70 2.33 -0.57
C -5.20 -0.53 -0.02
C -3.49 1.05 1.95
H 0.66 2.69 -4.36
H 1.17 1.10 -4.92
H 1.45 1.58 -3.22
H -1.25 0.85 -5.74
H -3.54 0.03 -5.10
H -4.14 -0.12 -2.64
H -5.08 2.18 -1.58
H -4.04 3.19 -0.55
H -5.56 2.57 0.07
H -5.48 -0.74 -1.05
H -6.10 -0.17 0.50
H -4.91 -1.47 0.45
H -3.12 2.04 2.16
H -2.76 0.33 2.29
H -4.40 0.91 2.53
C -0.68 -2.99 -5.46
C 0.38 -2.12 -5.18
C 0.78 -1.88 -3.86
C 0.09 -2.49 -2.79
C -0.94 -3.38 -3.07
C -1.32 -3.63 -4.39
Ge 0.65 -2.03 -0.96
C 2.56 -2.49 -0.85
C 3.28 -3.07 -1.91
C 4.66 -3.20 -1.84
C 5.37 -2.82 -0.68
C 4.65 -2.30 0.38
C 3.27 -2.14 0.31
C -0.31 -3.37 0.12
C 0.31 -4.55 0.59
C -0.44 -5.49 1.32
C -1.81 -5.30 1.56
C -2.42 -4.14 1.08
C -1.68 -3.20 0.36
H -0.99 -3.17 -6.48
H 0.87 -1.60 -5.99
H 1.64 -1.25 -3.68
H -1.44 -3.90 -2.25
H -2.14 -4.31 -4.59
H 2.75 -3.47 -2.78
H 5.20 -3.58 -2.70
H 6.45 -2.98 -0.62
H 5.15 -2.01 1.29
H 2.74 -1.76 1.18
H 1.37 -4.72 0.39
H 0.08 -6.37 1.70
H -2.40 -6.04 2.11
H -3.49 -3.97 1.24
H -2.15 -2.29 -0.03
Cl 2.90 2.29 1.82
C 4.04 1.93 0.64
C 5.38 2.16 0.84
C 6.33 1.83 -0.15
C 5.93 1.25 -1.37
C 4.59 1.03 -1.62
Cl 4.08 0.33 -3.08
C 3.54 1.38 -0.64
N 2.31 1.40 -1.04
H 5.71 2.57 1.80
H 7.39 2.03 0.02
H 6.67 0.96 -2.12

The max |F| is 3.45 eV/A. As for the spin multiplicity: 1. For the LUMO energy, the calculation gives 0.119 Eh. Its net charge is -2. As for the energy above the lowest of the compared OMol25 structures with the same formula, charge and spin: 0.000 eV. Its HOMO energy is 0.25 eV.

***

No. 3
Computed, not measured: a structure of composition C53H46F3IrN6O2PS5 in a non-equilibrium geometry, with ωB97M-V/def2-TZVPD.

CARTESIAN COORDINATES (ANGSTROEM)
Ir 0.13 0.50 -0.40
S -2.27 -0.07 -1.36
C -1.50 0.13 -2.94
N -1.78 -0.62 -3.98
N -2.54 -1.66 -3.76
C -2.90 -2.55 -4.76
C -2.47 -2.38 -6.08
C -2.85 -3.30 -7.04
C -3.64 -4.38 -6.71
C -4.07 -4.55 -5.40
C -3.70 -3.64 -4.42
N -0.63 1.11 -3.11
N -0.07 1.65 -2.10
C 0.36 2.97 -2.25
C -0.22 3.78 -3.24
C 0.17 5.10 -3.37
C 1.14 5.63 -2.53
C 1.74 4.82 -1.58
C 1.35 3.51 -1.43
H -2.86 -1.82 -2.80
H -1.86 -1.52 -6.31
H -2.52 -3.16 -8.06
H -3.94 -5.09 -7.47
H -4.70 -5.38 -5.13
H -4.02 -3.76 -3.39
H -0.96 3.35 -3.89
H -0.29 5.73 -4.12
H 1.44 6.67 -2.63
H 2.52 5.21 -0.94
H 1.85 2.88 -0.71
F 5.47 1.67 -1.93
C 5.72 0.74 -1.00
F 5.98 -0.42 -1.66
F 6.88 1.09 -0.40
C 4.62 0.56 0.00
C 4.93 0.44 1.34
C 3.91 0.26 2.27
C 2.61 0.24 1.82
N 2.31 0.34 0.53
C 3.27 0.49 -0.39
S 2.70 0.61 -1.99
H 5.96 0.49 1.66
H 4.13 0.18 3.33
H 1.77 0.14 2.49
C -3.44 -1.97 6.72
C -2.80 -1.93 5.36
C -1.60 -2.58 5.11
C -1.00 -2.52 3.86
C 0.30 -3.22 3.59
C -1.62 -1.79 2.84
C -2.81 -1.11 3.07
C -3.47 -0.30 1.99
C -3.39 -1.20 4.33
C -0.94 -1.69 1.50
O -1.01 -2.62 0.69
O -0.30 -0.58 1.34
H -2.94 -2.69 7.37
H -4.49 -2.25 6.65
H -3.39 -0.99 7.19
H -1.13 -3.16 5.89
H 0.67 -3.72 4.48
H 1.05 -2.50 3.24
H 0.18 -3.97 2.80
H -3.65 -0.92 1.11
H -2.83 0.52 1.69
H -4.42 0.10 2.33
H -4.33 -0.69 4.52
N 0.32 -1.39 -1.36
S 1.43 -2.12 -2.23
C 0.54 -3.43 -3.10
C -0.28 -4.34 -2.45
C -0.91 -5.31 -3.21
C -0.73 -5.37 -4.59
C 0.08 -4.44 -5.22
C 0.72 -3.46 -4.47
C 2.38 -3.18 -1.13
C 2.30 -3.03 0.24
C 3.12 -3.80 1.06
C 4.00 -4.71 0.50
C 4.07 -4.87 -0.88
C 3.26 -4.09 -1.70
H -0.22 -2.02 -0.75
H -0.41 -4.30 -1.38
H -1.56 -6.04 -2.72
H -1.21 -6.14 -5.17
H 0.22 -4.48 -6.29
H 1.35 -2.72 -4.94
H 1.61 -2.32 0.68
H 3.07 -3.68 2.13
H 4.64 -5.31 1.13
H 4.75 -5.58 -1.32
H 3.31 -4.19 -2.78
S 2.38 3.45 1.97
P 0.43 3.70 1.91
S -0.76 2.31 0.97
C -0.23 3.76 3.62
C 0.35 2.94 4.58
C -0.11 2.99 5.89
C -1.14 3.85 6.23
C -1.73 4.66 5.27
C -1.28 4.61 3.96
C -0.01 5.33 1.22
C 0.80 6.41 1.58
C 0.54 7.67 1.06
C -0.52 7.85 0.18
C -1.33 6.78 -0.17
C -1.08 5.51 0.35
H 1.17 2.30 4.31
H 0.35 2.36 6.64
H -1.49 3.90 7.26
H -2.53 5.33 5.54
H -1.73 5.25 3.20
H 1.63 6.25 2.25
H 1.17 8.50 1.33
H -0.71 8.83 -0.24
H -2.16 6.92 -0.84
H -1.70 4.67 0.08

The max |F| is 2.77 eV/A. As for the spin multiplicity: 2. The expectation value of S² is 0.826. For the LUMO energy (alpha / beta), the calculation gives -0.051 / -0.090 Eh. Its net charge is 0. As for the energy above the lowest of the compared OMol25 structures with the same formula, charge and spin: 0.750 eV. Its HOMO energy (alpha / beta) is -7.42 / -7.23 eV.

***

No. 4
Computed, not measured: a structure of composition C53H47CsN4O2P2S3Si in a non-equilibrium geometry, with ωB97M-V/def2-TZVPD.

CARTESIAN COORDINATES (ANGSTROEM)
Cs 8.99 -11.81 18.92
C 11.91 -11.23 22.77
Si 10.55 -10.05 22.10
C 11.75 -8.55 22.35
C 11.94 -7.88 23.59
C 12.71 -6.74 23.83
C 13.46 -6.34 22.72
C 13.50 -7.01 21.49
C 12.55 -8.04 21.32
P 12.62 -9.09 19.75
C 14.40 -8.77 19.50
C 15.16 -9.22 20.56
C 16.52 -8.97 20.65
C 17.16 -8.34 19.58
C 16.44 -7.94 18.48
C 15.08 -8.11 18.43
C 11.98 -8.07 18.33
C 11.49 -6.80 18.36
C 11.08 -6.22 17.18
C 11.09 -6.83 15.97
C 11.42 -8.19 15.96
C 11.95 -8.80 17.12
C 9.31 -9.62 23.54
C 9.19 -10.24 24.78
C 8.25 -9.91 25.75
C 7.33 -8.93 25.53
C 7.50 -8.19 24.33
C 8.44 -8.54 23.37
P 8.43 -7.64 21.74
C 6.87 -8.29 21.05
C 6.92 -8.72 19.74
C 5.71 -8.88 18.96
C 4.49 -8.35 19.43
C 4.40 -8.08 20.76
C 5.52 -8.32 21.72
C 8.33 -5.91 22.37
C 7.65 -4.89 21.62
C 7.63 -3.60 22.07
C 8.41 -3.26 23.14
C 9.00 -4.22 23.96
C 9.01 -5.53 23.54
H 11.68 -12.32 22.57
H 12.27 -10.98 23.84
H 12.83 -10.92 22.22
H 11.42 -8.35 24.40
H 12.79 -6.43 24.87
H 14.09 -5.47 22.81
H 14.07 -6.72 20.52
H 14.66 -9.75 21.38
H 17.11 -9.29 21.54
H 18.21 -8.15 19.68
H 16.91 -7.45 17.69
H 14.60 -7.83 17.51
H 11.25 -6.25 19.27
H 10.74 -5.18 17.27
H 10.85 -6.38 15.02
H 11.36 -8.85 15.10
H 12.23 -9.87 17.11
H 9.75 -11.12 25.01
H 8.18 -10.45 26.65
H 6.54 -8.76 26.25
H 6.73 -7.47 24.09
H 7.92 -8.76 19.21
H 5.74 -9.05 17.91
H 3.59 -8.16 18.78
H 3.52 -7.46 21.13
H 5.41 -7.61 22.53
H 7.26 -5.09 20.67
H 7.07 -2.74 21.61
H 8.30 -2.16 23.42
H 9.55 -3.88 24.85
H 9.64 -6.28 24.05
C 7.30 -17.70 15.27
S 8.04 -17.44 16.94
C 8.13 -15.71 17.05
S 8.95 -15.27 18.48
N 7.56 -14.96 16.14
N 7.60 -13.59 16.29
C 6.56 -13.03 15.79
C 6.33 -11.57 15.65
C 5.10 -11.13 15.17
C 4.73 -9.84 15.06
C 5.74 -8.95 15.31
C 6.98 -9.39 15.71
N 7.27 -10.67 15.90
H 6.33 -17.23 15.19
H 7.12 -18.74 15.19
H 8.04 -17.43 14.45
H 5.78 -13.65 15.39
H 4.37 -11.86 14.90
H 3.85 -9.57 14.52
H 5.59 -7.84 15.26
H 7.80 -8.75 15.95
O 12.79 -12.80 17.63
C 13.25 -13.49 18.35
C 3.93 -9.63 23.36
C 5.18 -9.70 22.39
O 5.80 -10.74 22.20
H 3.48 -10.66 23.39
H 3.18 -8.89 23.10
H 4.35 -9.38 24.32
S 8.04 -17.24 24.74
C 7.24 -15.78 24.37
N 7.88 -14.64 24.32
C 7.32 -13.41 24.27
C 5.94 -13.35 24.13
C 5.26 -14.55 23.90
C 5.93 -15.73 24.00
H 8.85 -14.73 24.59
H 8.01 -12.55 24.26
H 5.53 -12.37 24.00
H 4.26 -14.55 23.52
H 5.52 -16.70 23.74

The max |F| is 3.22 eV/A. As for the spin multiplicity: 1. For the LUMO energy, the calculation gives 0.129 Eh. Its net charge is -2. As for the energy above the lowest of the compared OMol25 structures with the same formula, charge and spin: 2.381 eV. Its HOMO energy is -1.02 eV.

***

What did the first record say?
Computed, not measured: a structure of composition C53H45BaN7 in a non-equilibrium geometry, with ωB97M-V/def2-TZVPD.

CARTESIAN COORDINATES (ANGSTROEM)
Ba 0.02 0.04 0.21
C 7.83 1.64 0.41
C 7.24 1.26 1.60
C 5.88 1.00 1.66
C 5.09 1.12 0.52
C 5.69 1.51 -0.67
C 7.05 1.77 -0.73
C 3.64 0.87 0.58
C 2.81 1.96 0.32
C 3.30 3.31 0.17
C 2.21 4.10 -0.03
C 1.06 3.23 0.01
C -0.30 3.66 0.03
C -0.76 4.80 -0.75
C -2.13 5.12 -0.82
C -2.58 6.28 -1.41
C -1.69 7.14 -2.04
C -0.37 6.74 -2.17
C 0.08 5.58 -1.56
C -1.20 3.06 0.94
N -1.20 1.77 1.35
C -2.20 1.63 2.26
C -2.55 0.45 2.93
C -3.70 0.51 3.86
C -3.69 1.39 4.94
C -4.74 1.42 5.84
C -5.81 0.55 5.69
C -5.82 -0.34 4.63
C -4.78 -0.35 3.72
C -1.85 -0.77 2.93
C -2.12 -1.84 3.85
C -1.12 -2.74 3.71
C -0.24 -2.22 2.70
N -0.72 -1.04 2.23
C 1.03 -2.75 2.44
C 2.08 -2.06 1.81
C 3.44 -2.53 1.72
C 4.17 -1.50 1.23
C 3.25 -0.41 1.01
N 1.99 -0.81 1.31
C 1.30 -4.08 3.03
C 0.46 -5.15 2.69
C 0.65 -6.40 3.24
C 1.68 -6.62 4.14
C 2.51 -5.57 4.50
C 2.32 -4.31 3.95
C -2.85 2.89 2.46
C -2.22 3.79 1.66
N 1.46 1.96 0.23
H 8.89 1.84 0.36
H 7.84 1.17 2.50
H 5.42 0.71 2.59
H 5.08 1.61 -1.56
H 7.50 2.07 -1.66
H 4.33 3.61 0.26
H 2.20 5.17 -0.04
H -2.86 4.45 -0.40
H -3.64 6.51 -1.39
H -2.03 8.08 -2.45
H 0.32 7.34 -2.74
H 1.10 5.28 -1.73
H -2.84 2.05 5.08
H -4.72 2.11 6.67
H -6.62 0.55 6.40
H -6.64 -1.04 4.52
H -4.79 -1.04 2.88
H -2.93 -1.86 4.55
H -0.96 -3.64 4.28
H 3.78 -3.51 1.99
H 5.22 -1.48 1.03
H -0.34 -4.97 1.99
H -0.02 -7.21 2.96
H 1.82 -7.60 4.57
H 3.31 -5.74 5.21
H 2.95 -3.49 4.26
H -3.68 3.08 3.12
H -2.36 4.85 1.65
N -2.11 1.14 -1.62
C -3.21 0.38 -2.21
C -2.63 -0.68 -3.15
C -3.07 -2.13 -2.87
C -2.91 -2.57 -1.41
N -1.54 -2.40 -0.93
H -2.46 1.82 -0.96
H -1.63 1.66 -2.34
H -3.91 1.03 -2.76
H -3.77 -0.09 -1.40
H -1.55 -0.62 -3.04
H -2.87 -0.44 -4.19
H -2.47 -2.79 -3.51
H -4.11 -2.26 -3.16
H -3.25 -3.62 -1.35
H -3.57 -1.99 -0.78
H -0.91 -3.01 -1.45
H -1.49 -2.69 0.04
C 2.54 -3.78 -3.67
C 3.27 -3.12 -2.70
C 2.70 -2.02 -2.06
N 1.48 -1.59 -2.32
C 0.79 -2.23 -3.25
C 1.27 -3.32 -3.96
H 2.95 -4.64 -4.19
H 4.27 -3.44 -2.43
H 3.25 -1.47 -1.31
H -0.20 -1.86 -3.45
H 0.66 -3.79 -4.72

The max |F| is 5.29 eV/A. As for the spin multiplicity: 1. For the LUMO energy, the calculation gives -0.037 Eh. Its net charge is 0. Its HOMO energy is -6.15 eV.

***

What did the first record say?
Computed, not measured: a structure of composition C53H45BaN7 in a non-equilibrium geometry, with ωB97M-V/def2-TZVPD.

CARTESIAN COORDINATES (ANGSTROEM)
Ba 0.02 0.04 0.21
C 7.83 1.64 0.41
C 7.24 1.26 1.60
C 5.88 1.00 1.66
C 5.09 1.12 0.52
C 5.69 1.51 -0.67
C 7.05 1.77 -0.73
C 3.64 0.87 0.58
C 2.81 1.96 0.32
C 3.30 3.31 0.17
C 2.21 4.10 -0.03
C 1.06 3.23 0.01
C -0.30 3.66 0.03
C -0.76 4.80 -0.75
C -2.13 5.12 -0.82
C -2.58 6.28 -1.41
C -1.69 7.14 -2.04
C -0.37 6.74 -2.17
C 0.08 5.58 -1.56
C -1.20 3.06 0.94
N -1.20 1.77 1.35
C -2.20 1.63 2.26
C -2.55 0.45 2.93
C -3.70 0.51 3.86
C -3.69 1.39 4.94
C -4.74 1.42 5.84
C -5.81 0.55 5.69
C -5.82 -0.34 4.63
C -4.78 -0.35 3.72
C -1.85 -0.77 2.93
C -2.12 -1.84 3.85
C -1.12 -2.74 3.71
C -0.24 -2.22 2.70
N -0.72 -1.04 2.23
C 1.03 -2.75 2.44
C 2.08 -2.06 1.81
C 3.44 -2.53 1.72
C 4.17 -1.50 1.23
C 3.25 -0.41 1.01
N 1.99 -0.81 1.31
C 1.30 -4.08 3.03
C 0.46 -5.15 2.69
C 0.65 -6.40 3.24
C 1.68 -6.62 4.14
C 2.51 -5.57 4.50
C 2.32 -4.31 3.95
C -2.85 2.89 2.46
C -2.22 3.79 1.66
N 1.46 1.96 0.23
H 8.89 1.84 0.36
H 7.84 1.17 2.50
H 5.42 0.71 2.59
H 5.08 1.61 -1.56
H 7.50 2.07 -1.66
H 4.33 3.61 0.26
H 2.20 5.17 -0.04
H -2.86 4.45 -0.40
H -3.64 6.51 -1.39
H -2.03 8.08 -2.45
H 0.32 7.34 -2.74
H 1.10 5.28 -1.73
H -2.84 2.05 5.08
H -4.72 2.11 6.67
H -6.62 0.55 6.40
H -6.64 -1.04 4.52
H -4.79 -1.04 2.88
H -2.93 -1.86 4.55
H -0.96 -3.64 4.28
H 3.78 -3.51 1.99
H 5.22 -1.48 1.03
H -0.34 -4.97 1.99
H -0.02 -7.21 2.96
H 1.82 -7.60 4.57
H 3.31 -5.74 5.21
H 2.95 -3.49 4.26
H -3.68 3.08 3.12
H -2.36 4.85 1.65
N -2.11 1.14 -1.62
C -3.21 0.38 -2.21
C -2.63 -0.68 -3.15
C -3.07 -2.13 -2.87
C -2.91 -2.57 -1.41
N -1.54 -2.40 -0.93
H -2.46 1.82 -0.96
H -1.63 1.66 -2.34
H -3.91 1.03 -2.76
H -3.77 -0.09 -1.40
H -1.55 -0.62 -3.04
H -2.87 -0.44 -4.19
H -2.47 -2.79 -3.51
H -4.11 -2.26 -3.16
H -3.25 -3.62 -1.35
H -3.57 -1.99 -0.78
H -0.91 -3.01 -1.45
H -1.49 -2.69 0.04
C 2.54 -3.78 -3.67
C 3.27 -3.12 -2.70
C 2.70 -2.02 -2.06
N 1.48 -1.59 -2.32
C 0.79 -2.23 -3.25
C 1.27 -3.32 -3.96
H 2.95 -4.64 -4.19
H 4.27 -3.44 -2.43
H 3.25 -1.47 -1.31
H -0.20 -1.86 -3.45
H 0.66 -3.79 -4.72

The max |F| is 5.29 eV/A. As for the spin multiplicity: 1. For the LUMO energy, the calculation gives -0.037 Eh. Its net charge is 0. Its HOMO energy is -6.15 eV.